A molecular structure, C6H9CeCl2NdO3P, computed with wB97M-V/def2-TZVPD.

Values from the calculation:
M = 515.37 g/mol
Strongest force on any atom = 8.5 eV Å⁻¹
2S+1 = 5
Frontier orbital gap (spin up / spin down) = 5.27 / 5.72 eV
Relative energy (zero: lowest compared OMol25 entry of this formula, charge and spin) = 0.0 kJ/mol
Charge = +4

Last column: Mulliken spin population.
Atoms and positions in Å:
H -1.26 1.14 3.92  -0.001
Cl 1.35 -0.63 -1.65  -0.014
H -1.97 1.71 2.36  -0.001
O -0.55 0.11 -7.96  0.001
C 1.26 -0.56 2.84  -0.003
Ce 0.36 -1.12 -4.63  1.014
H 2.11 2.14 2.81  0.000
H 2.29 -0.18 2.94  0.000
O -1.46 -2.78 1.29  0.004
C 1.02 2.12 2.98  -0.002
C -0.25 -0.17 -6.89  -0.002
Cl -1.14 0.61 -3.09  -0.009
Nd -0.77 0.23 -0.44  3.050
C -1.47 0.86 2.87  -0.001
H 0.80 1.90 4.03  -0.001
C 0.13 -2.40 -7.19  -0.003
O -0.06 -2.57 -8.32  0.000
H 1.23 -1.44 2.16  0.000
H -2.04 -0.08 2.79  0.000
H 0.59 3.09 2.69  0.000
C -1.23 -1.92 0.55  -0.006
P 0.23 0.75 2.14  -0.024
H 0.81 -0.79 3.80  -0.001



2 unconnected molecules or ions with the total composition C3H6N2O, computed with wB97M-V/def2-TZVPD.

Values from the calculation:
M = 86.09 g/mol
SMILES string = C/C=[NH+]\[O-].C#N
Strongest force on any atom = 2.8 eV Å⁻¹
Frontier orbital gap (spin up / spin down) = 9.72 / 9.72 eV
Relative energy (zero: lowest compared OMol25 entry of this formula, charge and spin) = 390.9 kJ/mol

Last column: Mulliken charge in e.
Atoms and positions in Å:
H 2.07 -0.81 -0.43  0.301
H 1.28 0.75 1.28  0.461
C 0.73 0.61 0.41  -0.376
N -0.79 -1.50 1.13  -0.379
N -0.32 1.31 0.20  0.224
H -0.78 1.71 1.02  0.257
H -2.69 -1.38 -0.01  0.277
O -1.08 1.31 -0.82  -0.617
C -1.72 -1.39 0.47  0.110
C 1.22 -0.22 -0.73  -0.818
H 1.69 0.39 -1.49  0.301
H 0.39 -0.78 -1.03  0.259



A molecular structure, C49H29I4N5OPd, computed with wB97M-V/def2-TZVPD.

Values from the calculation:
M = 1317.84 g/mol
Strongest force on any atom = 0.4 eV Å⁻¹
2S+1 = 2
Frontier orbital gap (spin up / spin down) = 5.78 / 4.71 eV
Charge = +1

Last column: Mulliken spin population.
Atoms and positions in Å:
C -2.44 1.80 -3.40  -0.025
C -3.30 -2.35 -0.72  0.036
H 1.21 7.71 -2.78  0.000
C -0.49 -4.19 3.24  0.026
C 0.43 -3.12 -0.90  0.006
C 2.30 1.36 2.16  -0.032
H 3.77 -3.65 0.88  0.000
N 0.43 -0.18 1.82  0.093
C 1.23 4.11 -4.15  0.025
C -5.24 -0.75 -2.60  0.026
C 1.35 2.93 -0.84  0.062
C 3.10 3.09 0.54  0.023
H -1.43 3.64 -4.00  0.002
C -1.51 2.78 -3.36  0.028
H 0.60 5.84 -1.30  0.000
H -3.27 1.70 -4.08  0.000
C 0.55 -1.30 3.82  0.025
I 2.10 8.03 -5.72  0.002
C 1.51 -0.35 3.83  -0.012
H 6.20 0.17 4.37  0.000
C 3.46 1.66 3.05  0.042
C -2.85 -0.27 -2.04  -0.019
O 1.12 -1.00 -1.44  0.014
H -0.03 -6.05 4.21  0.000
C 0.66 -4.32 -0.26  -0.005
H -2.55 -0.92 -4.64  0.001
C 0.51 3.21 -1.93  -0.014
C 3.61 2.93 3.60  0.023
H 4.03 3.34 1.02  0.002
C 0.88 5.64 -2.33  0.031
C -3.04 -4.48 4.29  -0.004
C 1.58 6.46 -4.48  0.012
C -5.89 -1.44 -4.80  0.012
C -3.58 -0.97 -4.32  0.031
C -0.79 -5.30 4.02  -0.006
H 4.28 -0.32 2.92  -0.001
H -3.49 -2.64 3.31  0.001
N -1.07 1.36 -1.61  0.114
C 1.22 6.70 -3.16  -0.003
C 2.17 2.10 0.99  0.004
C -6.23 -1.13 -3.49  -0.005
Pd -0.30 0.56 0.08  -0.006
H 2.20 -0.11 4.62  0.001
I -2.52 -7.09 5.71  0.002
H 2.06 -5.48 0.89  0.000
C 2.55 -2.34 -0.25  -0.004
C -1.46 -3.23 2.98  0.048
C -1.87 -1.90 0.94  0.101
H 0.51 -4.08 2.82  -0.001
N -1.76 -0.86 0.08  0.083
H 3.03 4.37 -1.23  0.000
N 1.12 2.01 0.12  0.108
I 7.23 2.62 5.95  0.002
H 3.22 -1.50 -0.31  -0.001
C -0.64 2.48 -2.25  -0.004
C -2.74 -3.39 3.50  0.028
C 1.59 5.16 -4.98  -0.005
H -4.03 -4.59 4.71  0.000
C 5.62 2.21 4.71  0.014
C 1.43 0.33 2.56  0.070
N 1.37 -2.14 -0.89  0.005
H 4.79 4.19 4.88  0.000
H -0.11 -5.07 -0.29  0.000
H 1.87 4.97 -6.00  0.000
C -4.56 -1.36 -5.22  -0.004
H -4.02 -2.80 -1.38  0.001
H -0.47 -2.86 -1.43  0.001
H -3.09 -3.78 0.92  0.001
C -2.82 -2.85 0.44  -0.031
C -2.07 -5.44 4.55  0.013
H -7.26 -1.17 -3.17  0.000
C -2.63 -1.10 -0.94  -0.021
C 4.68 3.20 4.44  -0.007
C 4.39 0.67 3.34  0.030
C -1.13 -2.05 2.13  -0.036
H 1.24 3.09 -4.53  0.000
H -4.29 -1.61 -6.24  0.000
C 1.86 -4.54 0.40  0.000
C -0.12 -1.21 2.55  -0.023
C 2.81 -3.53 0.39  0.000
C 0.88 4.34 -2.82  0.019
H 0.29 -1.99 4.61  0.002
C 2.60 3.61 -0.60  -0.016
C 5.47 0.94 4.16  -0.006
H -5.51 -0.51 -1.58  0.001
C -3.91 -0.67 -3.00  0.029
I -7.35 -2.01 -6.14  0.002
C -2.14 0.91 -2.31  0.093
H 2.88 3.70 3.40  0.001



A molecular structure, C12H20ClMnN7O7, computed with wB97M-V/def2-TZVPD.

Values from the calculation:
M = 464.72 g/mol
Strongest force on any atom = 2.5 eV Å⁻¹
2S+1 = 6
Frontier orbital gap (spin up / spin down) = 6.89 / 7.95 eV
Relative energy (zero: lowest compared OMol25 entry of this formula, charge and spin) = 17.0 kJ/mol

Last column: Mulliken spin population.
Atoms and positions in Å:
H -1.93 -2.63 0.84  -0.002
H -1.78 -2.18 2.53  0.000
H -0.93 3.07 1.80  0.001
C 3.42 -2.28 -0.52  0.014
O 4.29 -0.91 3.90  0.002
Mn 0.40 -0.20 -0.58  4.723
H 0.88 2.38 0.55  0.005
C 4.87 -2.49 1.85  0.000
H -1.01 -2.59 -1.91  0.002
H -2.94 2.02 0.90  0.000
N 3.47 -0.92 3.01  0.001
C -2.62 -1.32 -1.61  -0.004
H -3.48 -0.86 1.12  -0.001
C 5.22 -3.23 0.73  0.004
C -2.44 -0.57 1.28  0.009
H 4.75 -3.77 -1.29  0.000
C 3.10 -1.35 0.55  -0.013
H 0.30 -2.50 1.18  0.001
C 3.81 -1.61 1.79  0.007
C -1.95 1.69 0.54  -0.004
H 1.07 1.31 1.77  -0.007
H -1.05 1.47 2.50  -0.001
H -1.72 2.26 -0.37  0.000
N 6.31 -4.18 0.81  0.000
N -0.18 -1.60 1.25  0.043
H -2.42 0.79 -1.79  -0.001
H 5.42 -2.61 2.77  0.000
H 0.28 -1.11 2.01  -0.003
O 2.37 -0.39 3.12  0.000
N -1.97 0.27 0.17  0.000
C 4.49 -3.15 -0.45  -0.002
O 2.36 -0.37 0.37  0.025
O 3.06 -2.79 -2.71  0.015
N 0.44 1.61 1.05  0.041
H -2.41 0.02 2.19  -0.002
N 2.63 -2.31 -1.70  0.001
C -2.77 0.08 -1.04  0.002
N -1.21 -1.60 -1.87  0.038
H -0.91 -1.19 -2.75  0.000
C -0.87 2.01 1.57  0.001
C -1.60 -1.84 1.51  -0.007
O 6.90 -4.27 1.88  0.001
H -3.24 -1.40 -2.52  0.002
H -3.00 -2.06 -0.91  -0.002
O 6.61 -4.80 -0.19  0.001
H -3.84 0.28 -0.84  0.001
Cl 0.40 1.29 -2.12  0.098
O 1.47 -1.88 -1.64  0.011



A molecular structure, C40H35AsCl2N2O2V, computed with wB97M-V/def2-TZVPD.

Values from the calculation:
M = 772.50 g/mol
Strongest force on any atom = 0.7 eV Å⁻¹
2S+1 = 2
Frontier orbital gap (spin up / spin down) = 6.00 / 6.81 eV
Relative energy (zero: lowest compared OMol25 entry of this formula, charge and spin) = 5.5 kJ/mol
Charge = +2

Last column: Mulliken spin population.
Atoms and positions in Å:
Cl 0.05 -4.31 2.11  -0.001
C -1.39 -1.44 -0.29  0.039
H -3.60 1.37 3.19  0.000
C 4.54 1.34 0.30  -0.012
H 1.92 1.12 -4.09  0.000
C -0.83 2.68 -2.81  -0.002
H -2.00 0.49 -0.97  0.000
H 0.95 5.28 -4.03  0.000
V 0.71 0.12 1.23  1.228
H 2.11 3.16 5.16  0.000
H -1.28 -2.85 -3.61  0.000
C -1.90 -0.78 -3.78  0.000
N 1.02 0.87 3.11  0.001
C 1.33 -1.63 -4.36  0.000
Cl -4.33 -4.03 -1.00  -0.001
H -3.22 -3.70 -4.87  0.000
C -3.93 -0.39 -4.98  0.000
H 5.44 1.52 -0.27  0.000
C 3.03 1.27 1.94  0.008
C -2.07 -4.05 0.48  0.005
C -3.12 -2.63 -4.70  0.000
H -3.01 -0.19 4.97  0.000
C -2.88 -3.33 -0.38  -0.007
H -2.16 -0.01 7.29  0.000
H 2.85 0.60 5.48  0.000
As -0.43 -0.15 -2.75  -0.001
C -0.19 0.54 6.65  0.001
C 3.14 -3.02 -3.61  0.000
H -4.92 -2.13 -5.74  0.000
C 1.23 1.92 -3.82  0.001
C 0.03 1.65 -3.17  0.000
C -4.07 -1.75 -5.19  0.000
H 3.39 2.87 6.33  0.000
C 1.80 -1.85 -2.00  0.008
C 1.56 3.23 -4.12  0.000
C -2.56 -2.03 -0.76  0.005
C 2.39 -2.48 -4.64  0.000
C 2.85 -2.70 -2.29  0.001
C 3.42 0.68 -0.16  0.010
H 1.59 -1.62 -0.96  0.009
N 2.48 0.63 0.83  -0.079
H -2.30 -0.75 2.64  -0.004
H 2.48 3.45 -4.64  0.000
C -0.60 -2.15 0.61  -0.025
H 0.73 -1.24 -5.17  0.000
C -2.02 -2.16 -3.99  -0.001
C 1.04 -1.32 -3.03  -0.003
C -1.82 0.23 2.73  -0.027
H -1.11 0.26 1.90  0.000
H -4.67 0.30 -5.38  0.000
H 2.65 1.85 3.97  0.001
C -1.51 0.20 6.45  -0.001
H -2.34 -5.06 0.78  0.000
C -1.98 0.09 5.16  0.002
H 2.62 -2.73 -5.67  0.000
C 2.09 1.15 6.05  0.000
H -1.17 4.79 -2.85  0.000
C 0.69 0.80 5.61  -0.003
C -1.06 -0.08 -0.87  0.003
C -0.50 3.99 -3.12  0.000
H -3.22 -1.49 -1.42  0.000
C 0.69 4.26 -3.78  0.000
H 3.44 -3.13 -1.49  0.000
O 0.52 -1.60 1.21  -0.082
H 2.21 0.76 7.07  0.000
C 2.23 1.37 3.11  0.004
H 1.73 3.12 6.86  0.000
C 2.35 2.66 6.09  0.000
H 3.96 -3.69 -3.84  0.000
O -0.16 0.76 -0.17  -0.040
H -2.73 1.18 -4.16  0.000
H -2.31 2.32 2.46  0.000
C -0.93 -3.46 0.99  -0.008
C -2.81 1.35 2.44  0.001
C 0.19 0.72 4.29  -0.031
H 4.97 2.25 2.29  0.000
H -3.29 1.22 1.47  0.000
C -2.84 0.11 -4.28  0.000
C -1.15 0.35 4.07  0.000
H 3.24 0.24 -1.12  0.004
H -1.76 2.49 -2.28  0.000
H 0.19 0.61 7.66  0.000
C 4.30 1.72 1.64  -0.003



C4H7ClS in the gas phase, computed with wB97M-V/def2-TZVPD.

Values from the calculation:
M = 122.62 g/mol
SMILES string = CC(=S)CCCl
Strongest force on any atom = 2.0 eV Å⁻¹
Frontier orbital gap = 8.51 eV
Relative energy (zero: lowest compared OMol25 entry of this formula, charge and spin) = 47.8 kJ/mol

Last column: Mulliken charge in e.
Atoms and positions in Å:
Cl 2.40 -1.39 -0.49  -0.199
H 0.30 -1.06 1.59  0.366
S -1.42 -2.06 -0.01  -0.200
C 0.28 -0.17 0.97  -0.628
C -1.40 0.62 -0.90  -1.110
H 2.36 0.63 0.97  0.312
H -0.05 0.68 1.67  0.290
H -2.46 0.45 -0.77  0.394
H 1.38 0.69 -0.68  0.248
C -0.82 -0.53 0.01  0.314
H -1.12 1.66 -0.65  0.293
H -1.08 0.37 -1.97  0.286
C 1.61 0.10 0.27  -0.365



The following DFT total energy values (in eV) correspond, in order, to the records above: -75005.01380 -8232.64707 -96658.29261 -81369.98022 -160680.89860 -27618.21456.